Entry 1:
This record from the OMol25 dataset describes an isolated molecule of C4H8N2 at a distorted geometry. The level of theory is ωB97M-V/def2-TZVPD.

```
14
Properties=species:S:1:pos:R:3:mulliken_charge:R:1
C -1.139 1.702 0.248 -1.138
C -0.100 0.582 0.313 -0.159
N -0.230 -0.374 -0.737 -0.347
C 0.493 -1.533 -0.336 -0.289
C 1.948 -1.384 -0.478 0.268
N 3.100 -1.285 -0.470 -0.437
H -2.148 1.302 0.086 0.312
H -0.959 2.452 -0.540 0.299
H -1.133 2.225 1.203 0.333
H 0.926 0.966 0.328 0.256
H -0.053 -0.175 1.322 0.090
H -1.199 -0.595 -0.933 0.258
H 0.156 -2.413 -0.914 0.371
H 0.338 -1.468 0.907 0.181
```

Calculated values
- net charge = 0
- Kohn-Sham gap (eV) = 10.684
- HOMO (Eh) = -0.363
- total energy (hartree) = -266.657460
- SMILES = CCNCC#N
- ΔE to the lowest compared entry with this formula, charge and spin (kJ/mol) = 169.5

=====

Entry 2:
This record from the OMol25 dataset describes the ion C4H8N2 with charge +2 at a distorted geometry. The level of theory is ωB97M-V/def2-TZVPD.

```
14
Properties=species:S:1:pos:R:3:mulliken_charge:R:1
C -1.750 0.013 0.926 0.071
N -0.671 -0.169 0.345 0.210
C 0.186 -1.288 0.450 -0.604
C 1.091 -0.636 -0.633 -0.386
C 0.196 0.532 -0.587 0.286
N 0.359 1.807 -0.859 -0.204
H -2.018 -0.775 1.569 0.350
H -2.195 0.983 0.840 0.264
H -0.365 -2.266 0.230 0.413
H 0.796 -1.353 1.344 0.296
H 1.144 -1.134 -1.558 0.348
H 2.187 -0.409 -0.213 0.376
H 1.281 2.119 -1.186 0.318
H -0.243 2.575 -0.667 0.262
```

Calculated values
- net charge = +2
- Kohn-Sham gap (eV) = 10.310
- HOMO (Eh) = -0.812
- total energy (hartree) = -265.944231
- SMILES = C=[N+]1CCC1=[NH2+]
- ΔE to the lowest compared entry with this formula, charge and spin (kJ/mol) = 79.4

=====

Entry 3:
This record from the OMol25 dataset describes a cluster of 2 separate species, C4H8N2O in total at a distorted geometry. The level of theory is ωB97M-V/def2-TZVPD.

```
15
Properties=species:S:1:pos:R:3:mulliken_charge:R:1
C -1.497 -1.768 -0.278 -0.407
N -2.134 -0.751 0.054 0.316
N -2.463 0.403 -0.012 0.037
O -3.519 0.910 0.274 -0.538
H -1.508 -1.964 -1.254 0.341
H -1.086 -2.362 0.571 0.234
C 1.945 -0.465 0.647 -0.886
C 1.797 0.551 -0.181 0.159
C 0.595 1.486 -0.203 -0.899
H 2.763 -1.268 0.664 0.203
H 1.336 -0.521 1.453 0.350
H 2.606 0.483 -0.983 0.222
H 0.252 1.629 -1.307 0.228
H 1.034 2.441 -0.014 0.378
H -0.121 1.198 0.569 0.261
```

Calculated values
- net charge = 0
- Kohn-Sham gap (eV) = 9.024
- HOMO (Eh) = -0.325
- total energy (hartree) = -341.750072
- SMILES = C=NN=O.C=CC
- ΔE to the lowest compared entry with this formula, charge and spin (kJ/mol) = 665.8

=====

Entry 4:
This record from the OMol25 dataset describes a cluster of 2 separate species, C4H8N2O in total. The level of theory is ωB97M-V/def2-TZVPD.

```
15
Properties=species:S:1:pos:R:3:mulliken_charge:R:1
C 1.309 -0.408 2.052 -0.882
N 0.213 -0.050 1.160 -0.249
C 0.429 -0.506 -0.168 -1.039
C 0.702 0.279 -1.197 0.935
N 0.790 1.037 -2.156 -0.664
H 1.342 -1.498 2.146 0.293
H 2.289 -0.071 1.681 0.303
H 1.129 0.017 3.043 0.325
H 0.051 0.952 1.178 0.294
H 0.426 -1.583 -0.312 0.374
H -0.159 1.267 -2.499 0.349
C -2.061 0.063 -1.143 -0.053
O -1.994 0.952 -1.972 -0.536
H -2.161 0.272 -0.063 0.251
H -2.081 -1.007 -1.425 0.298
```

Calculated values
- net charge = 0
- Kohn-Sham gap (eV) = 9.361
- HOMO (Eh) = -0.312
- total energy (hartree) = -341.867961
- SMILES = CNC=C=N.C=O
- ΔE to the lowest compared entry with this formula, charge and spin (kJ/mol) = 356.2

=====

Please write out number 2 again, unchanged.
This record from the OMol25 dataset describes the ion C4H8N2 with charge +2 at a distorted geometry. The level of theory is ωB97M-V/def2-TZVPD.

```
14
Properties=species:S:1:pos:R:3:mulliken_charge:R:1
C -1.750 0.013 0.926 0.071
N -0.671 -0.169 0.345 0.210
C 0.186 -1.288 0.450 -0.604
C 1.091 -0.636 -0.633 -0.386
C 0.196 0.532 -0.587 0.286
N 0.359 1.807 -0.859 -0.204
H -2.018 -0.775 1.569 0.350
H -2.195 0.983 0.840 0.264
H -0.365 -2.266 0.230 0.413
H 0.796 -1.353 1.344 0.296
H 1.144 -1.134 -1.558 0.348
H 2.187 -0.409 -0.213 0.376
H 1.281 2.119 -1.186 0.318
H -0.243 2.575 -0.667 0.262
```

Calculated values
- net charge = +2
- Kohn-Sham gap (eV) = 10.310
- HOMO (Eh) = -0.812
- total energy (hartree) = -265.944231
- SMILES = C=[N+]1CCC1=[NH2+]
- ΔE to the lowest compared entry with this formula, charge and spin (kJ/mol) = 79.4